{
  "formula": "C9H21N6O4PSTi",
  "method": "ωB97M-V with the def2-TZVPD basis set",
  "total_charge": 3,
  "lumo_energy_ev": [-9.053, -8.805],
  "s_squared": 0.753,
  "orbital_gap_ev": [8.50, 8.76],
  "spin_multiplicity": 2,
  "de_lowest_kcal_mol": 0.0,
  "species": ["Ti", "C", "O", "C", "O", "N", "N", "H", "H", "H", "H", "H", "H", "C", "C", "C", "C", "N", "C", "S", "N", "H", "H", "H", "H", "H", "N", "C", "P", "O", "O", "C", "N", "H", "H", "H", "H", "H", "H", "H", "H", "H", "H"],
  "positions_angstrom": [[-0.503, 0.162, 0.213], [0.621, 4.455, 1.596], [-0.657, 3.825, 1.974], [-0.980, 2.699, 1.476], [-0.282, 2.046, 0.622], [-2.132, 2.191, 1.893], [-2.481, 0.962, 1.326], [0.677, 5.351, 2.195], [0.598, 4.696, 0.541], [1.434, 3.780, 1.835], [-2.737, 2.698, 2.521], [-3.302, 1.084, 0.744], [-2.704, 0.308, 2.062], [2.921, 1.002, 1.015], [2.256, -0.131, 1.731], [2.928, -0.879, 2.673], [2.268, -1.938, 3.268], [1.014, -2.296, 2.937], [0.430, -1.544, 2.047], [-1.194, -1.851, 1.425], [0.965, -0.449, 1.449], [3.677, 0.602, 0.336], [3.443, 1.651, 1.717], [2.222, 1.593, 0.442], [3.948, -0.637, 2.939], [2.751, -2.541, 4.031], [-1.802, -3.576, -1.040], [-0.977, -2.996, -2.146], [-0.776, -1.185, -2.088], [0.518, -0.744, -1.422], [-1.897, -0.433, -1.410], [-0.670, -0.851, -3.878], [-0.233, 0.567, -4.157], [-2.774, -3.267, -1.074], [-1.422, -3.274, -0.130], [-1.803, -4.596, -1.082], [-1.426, -3.275, -3.100], [0.020, -3.427, -2.097], [-1.639, -1.013, -4.350], [0.065, -1.517, -4.333], [-0.050, 0.706, -5.153], [0.628, 0.797, -3.659], [-0.945, 1.245, -3.888]],
  "lowdin_charge": [0.94, 0.08, 0.08, -0.50, -0.08, 0.09, 0.04, 0.12, 0.11, 0.10, 0.20, 0.14, 0.09, 0.01, -0.25, 0.03, -0.02, 0.12, -0.72, 0.76, -0.06, 0.11, 0.11, 0.06, 0.14, 0.14, 0.15, -0.16, 0.44, -0.35, -0.37, -0.16, 0.20, 0.18, 0.00, 0.19, 0.13, 0.13, 0.13, 0.13, 0.19, 0.17, 0.18]
}